Entry 1:
{"formula": "C19H17AuN3OS3SbSe4", "method": "the ωB97M-V functional and the def2-TZVPD basis", "symbols": ["C", "N", "H", "C", "H", "C", "Au", "Se", "N", "H", "H", "Se", "H", "H", "H", "H", "Se", "Sb", "C", "H", "C", "C", "H", "C", "C", "H", "C", "C", "Se", "C", "C", "H", "S", "H", "C", "H", "C", "C", "C", "C", "N", "C", "S", "C", "S", "H", "O", "H", "H"], "coordinates": [[1.59107, 1.94362, 4.36775], [0.63997, 1.69002, -1.27685], [4.59117, 3.42552, 3.97735], [3.66117, 2.93752, 3.72455], [-1.72913, -1.17918, -6.19915], [1.93977, 1.94602, 0.58145], [-0.57083, 0.29262, 0.90055], [0.18147, -3.15298, 1.76245], [0.77357, 1.64282, 0.07855], [2.75597, 1.91632, -1.37205], [0.88097, 1.62252, 5.12075], [1.01007, -1.64908, 0.31325], [-2.94403, 0.56702, 3.00225], [4.09407, 2.95442, 1.66295], [0.15077, -4.52838, -4.31775], [-0.60823, -0.97448, -2.09025], [1.74217, -1.97548, 5.47575], [-0.06983, -1.44828, 3.89015], [-0.80633, -2.93438, -5.38465], [-2.18823, 0.81722, -4.97685], [1.22717, 1.71372, 3.01885], [-1.77603, 0.46582, -4.03335], [2.95977, 2.77952, 5.75845], [3.07637, 2.20692, -0.37345], [-0.16373, -2.80958, -3.08165], [-2.21053, -2.21668, -0.00735], [3.37207, 2.66842, 2.41225], [-3.17183, -0.21518, 2.30135], [-2.26733, -2.02378, 4.87825], [-1.29723, -1.64068, -5.31895], [-0.23813, -3.52068, -4.26685], [-2.53053, 0.54922, -3.24725], [-0.47533, 1.67062, -3.56105], [-4.81093, -2.61608, 0.42535], [-1.23933, -0.92458, -4.12925], [3.95017, 1.62362, -0.08455], [-4.15783, -1.91578, 0.90585], [-2.83723, -1.70948, 0.70695], [2.15847, 2.08642, 1.99715], [2.75537, 2.56912, 4.71695], [-2.29893, -0.74848, 1.50185], [-0.51743, 1.51662, -1.79185], [-4.74993, -0.85048, 2.12345], [-0.66743, -1.52808, -3.01565], [-2.01043, 1.23762, -1.00175], [-0.85893, -3.48558, -6.31735], [0.06287, 1.18342, 2.83585], [0.29007, -3.24608, -2.20455], [3.33137, 3.26672, -0.38805]], "mulliken_charge": [-0.24, -1.02, 0.35, -0.79, 0.30, 1.26, 0.74, -0.41, 0.33, 0.39, 0.46, -0.39, 0.39, 0.29, 0.37, -0.41, -0.76, 0.74, -0.52, 0.40, 0.62, -1.05, 0.37, -1.71, -0.68, 0.23, -0.99, -0.24, -0.76, -0.49, -0.50, 0.34, -0.19, 0.43, 0.54, 0.41, -0.18, -0.76, 0.15, -0.52, 0.58, 0.38, -0.20, 1.07, -0.61, 0.33, -0.82, 0.38, 0.37], "total_energy_ha": -12150.00847, "relative_energy_kcal_mol": 61.3, "multiplicity": 1, "gap_ev": [4.06, 4.04], "homo_ev": [-0.71, -0.69], "total_charge": -2}

=====

Entry 2:
{"formula": "C19H17BrF3N3O3", "method": "the ωB97M-V functional and the def2-TZVPD basis", "symbols": ["H", "C", "C", "C", "F", "H", "H", "H", "H", "Br", "H", "C", "C", "H", "C", "H", "C", "H", "H", "F", "H", "C", "H", "C", "C", "C", "C", "C", "C", "C", "O", "N", "H", "C", "N", "C", "H", "O", "C", "H", "H", "C", "F", "O", "H", "N"], "coordinates": [[-2.91569, -0.32677, 5.45429], [-1.96776, -0.28329, 4.93714], [1.14206, -1.02232, -5.47385], [-0.88401, -0.53165, -0.52293], [2.60262, -1.56079, 4.47837], [-2.62240, 1.14574, 3.47615], [0.15882, -1.40338, -5.68715], [-1.38065, -1.17833, -4.05239], [-1.22203, 0.50107, -4.62895], [-1.20261, -2.11523, 6.92750], [-2.66920, 1.25348, -2.78144], [-0.59198, 0.56662, 3.15841], [0.26377, -0.30927, 0.46285], [-0.85647, -1.55167, -0.91492], [0.33159, -0.98586, 4.76113], [0.46827, 3.03054, 0.23201], [0.45326, 2.02657, -0.18233], [1.43180, -0.13198, 3.14079], [1.41169, 1.80370, -0.64619], [1.28854, -3.09857, 5.22481], [1.22254, -0.50956, -0.01302], [-0.44354, 1.51343, 1.99998], [3.86068, 0.22635, -4.27094], [3.05443, -0.21871, -4.83108], [-1.80683, 0.52696, 3.82640], [0.47300, -0.18286, 3.63777], [-0.90380, -1.03923, 5.40323], [-2.15236, 0.31418, -2.59742], [1.71743, -0.44570, -4.38996], [1.52223, -1.77595, 5.24743], [2.05537, 0.13597, -2.14665], [3.24463, -0.62236, -6.04755], [-0.50867, 2.54520, -2.05352], [-1.23291, -0.14077, -3.74637], [0.26198, 1.08088, 0.91503], [-0.90592, 0.46151, -1.68355], [0.14820, -0.98084, 1.30842], [-0.90556, 2.63968, 2.08671], [1.23938, -0.07559, -3.03510], [-1.82979, -0.41655, 0.01860], [-2.86640, -0.43489, -2.26191], [-0.68012, 1.89122, -1.19506], [1.86682, -1.44954, 6.50210], [2.02609, -1.14289, -6.46293], [-1.60769, 2.21869, -0.71451], [-0.08879, 0.05274, -2.85938]], "mulliken_charge": [0.44, -0.64, -0.12, -1.31, -0.29, 0.50, 0.48, 0.36, 0.38, -0.15, 0.38, 0.49, -0.79, 0.46, 0.40, 0.54, -1.18, 0.65, 0.47, -0.23, 0.34, 0.28, 0.48, -0.48, -0.98, -0.13, -0.06, -1.00, 0.18, 0.56, -0.66, -0.45, 0.46, -0.89, 0.10, 0.84, 0.62, -0.66, 0.77, 0.36, 0.37, -1.05, -0.22, -0.20, 0.42, 0.16], "total_energy_ha": -3997.82381, "relative_energy_kcal_mol": 0.4, "multiplicity": 1, "smiles": "O=C(c1ccc(Br)c(C(F)(F)F)c1)N1CCC2(CC1)CCN2C(=O)c1cnoc1", "gap_ev": 9.70, "homo_ev": -9.45}

=====

Entry 3:
{"formula": "C19H17BrN2O5", "method": "the ωB97M-V functional and the def2-TZVPD basis", "symbols": ["N", "C", "H", "C", "H", "C", "C", "H", "C", "C", "H", "O", "H", "O", "C", "C", "C", "Br", "H", "H", "H", "H", "H", "H", "C", "H", "H", "H", "C", "C", "C", "O", "H", "C", "C", "N", "H", "O", "C", "O", "C", "C", "C", "H"], "coordinates": [[-1.36835, -1.00543, 1.22889], [5.58897, -3.13467, 1.99929], [-2.15851, -1.25362, 3.16070], [-2.47493, -1.33096, 2.11371], [-2.76741, 1.14296, 2.61347], [-0.74411, 0.17429, 1.23098], [1.74437, -1.72626, 0.84124], [-3.73876, 2.89704, -5.60212], [3.21199, -3.30608, 2.03440], [-2.69997, 3.03566, -1.46957], [-0.89560, -1.77227, 0.75603], [-3.64619, 0.73269, 2.72746], [4.23319, -0.68751, 0.13573], [-1.81307, 2.68818, -4.89728], [-0.61810, 1.79397, -2.92794], [4.44459, -3.78720, 2.42896], [0.41074, 0.26907, 0.26019], [7.29478, -3.78611, 2.53038], [-4.60025, -0.93230, 2.17760], [-1.68751, 2.31583, 0.25323], [0.17040, 1.32701, -3.49495], [-2.77398, 4.40857, -5.50071], [2.43152, 0.18547, 0.72790], [6.41727, -1.53560, 0.84046], [3.11281, -2.17156, 1.23208], [-3.48568, 3.52173, -0.91671], [1.32598, 0.91553, -1.47222], [-2.75834, -2.36147, 1.90340], [4.27535, -1.53929, 0.79933], [-1.68711, 2.33600, -0.82255], [5.51458, -2.02005, 1.17944], [0.83046, -2.52282, 0.70357], [2.30538, -3.80325, 2.34343], [-3.68385, -0.39926, 1.91045], [-0.66094, 1.70624, -1.52319], [1.60394, -0.38987, 0.66999], [4.51945, -4.66091, 3.05741], [-1.05252, 1.13123, 1.92655], [-1.62535, 2.47408, -3.55709], [-3.51519, 3.69518, -3.71525], [-2.99619, 3.45015, -5.00482], [-2.65835, 3.08618, -2.84206], [0.41354, 0.95945, -0.88566], [-3.73910, -0.12003, 0.84584]], "mulliken_charge": [-0.06, 0.10, 0.32, -0.69, 0.46, 0.30, 0.58, 0.25, -0.40, -1.09, 0.33, -0.60, 0.40, -0.49, -1.17, -0.51, 0.22, -0.18, 0.37, 0.71, 0.43, 0.24, 0.30, 0.43, 0.38, 0.46, 0.46, 0.45, -0.30, -0.70, -0.70, -0.77, 0.43, -0.51, 0.33, -0.07, 0.43, -0.79, 0.85, -0.48, -0.24, 1.07, -0.80, 0.25], "total_energy_ha": -3793.96198, "relative_energy_kcal_mol": 22.5, "multiplicity": 1, "smiles": "O=C(NCCO)/C(=C\\c1ccc2c(c1)OCO2)NC(=O)c1ccc(Br)cc1", "gap_ev": 8.19, "homo_ev": -8.06}

=====

Entry 4:
{"formula": "C19H17Cl2N2OPS", "method": "the ωB97M-V functional and the def2-TZVPD basis", "symbols": ["C", "H", "C", "H", "H", "C", "C", "O", "C", "N", "C", "H", "H", "H", "H", "C", "H", "P", "C", "H", "H", "C", "C", "C", "H", "Cl", "C", "N", "H", "H", "H", "H", "C", "Cl", "H", "S", "C", "C", "C", "H", "C", "C", "C"], "coordinates": [[1.21941, 1.46629, -0.22780], [-4.25409, -2.89319, -0.86820], [-4.16810, -2.05993, -0.16691], [1.07406, -1.96313, -1.20403], [4.56676, -3.52186, 1.31308], [-5.40801, -1.16483, -0.23738], [5.15632, -0.56679, -0.22184], [0.76219, 0.78396, -2.92854], [1.42947, 1.04057, 1.07525], [-1.69711, 0.64425, -0.76320], [2.89927, -1.33584, -0.68299], [-4.07173, -2.48735, 0.83728], [1.40114, -0.01359, 1.31446], [1.89701, 4.05309, 2.52468], [5.92273, 0.17704, -0.36473], [-2.96210, -1.24592, -0.47380], [1.06035, 3.10846, -1.56937], [0.82665, 0.29673, -1.55425], [4.39483, -2.64162, 0.71440], [-3.77682, 1.80249, 0.48864], [-5.62608, -0.93041, -1.28123], [-2.90678, 0.11848, -0.46002], [1.23417, 2.81588, -0.54382], [3.92957, -0.40543, -0.83770], [-6.10227, 0.70997, 0.58045], [3.59814, 0.93516, -1.85830], [1.70328, 3.32640, 1.74940], [1.68663, -1.15821, -1.30716], [-6.26473, -1.69953, 0.17552], [-4.87032, -0.10047, 1.55195], [1.85369, 1.65303, 3.07809], [-4.46903, 1.40006, -1.07961], [1.47609, 3.74762, 0.44854], [1.91716, -3.64848, 0.31543], [1.48818, 4.80092, 0.21062], [-1.41472, -1.89952, -0.88489], [-5.17600, 0.13579, 0.53029], [-0.81421, -0.25611, -1.00729], [1.67980, 1.97655, 2.06228], [6.34144, -1.82355, 1.03794], [-4.09034, 0.97227, -0.14653], [3.16781, -2.46135, 0.10388], [5.38630, -1.68789, 0.55737]], "mulliken_charge": [0.20, 0.38, -0.67, 0.09, 0.41, -0.76, -0.74, -0.76, -0.17, -0.37, -0.56, 0.29, 0.42, 0.40, 0.42, 0.92, 0.45, 1.28, -0.66, 0.30, 0.32, -0.50, -0.48, 1.12, 0.34, -0.15, -0.38, -0.20, 0.33, 0.29, 0.42, 0.25, -0.59, -0.25, 0.41, -0.42, -0.71, 0.06, -0.78, 0.38, -0.48, 0.52, -0.37], "total_energy_ha": -2578.97981, "multiplicity": 1, "smiles": "O=[P@@](Nc1c(Cl)cccc1Cl)(c1ccccc1)c1nc2c(s1)CCCC2", "gap_ev": 9.10, "homo_ev": -8.56}

=====

Entry 5:
{"formula": "C19H17ClN2O4S", "method": "the ωB97M-V functional and the def2-TZVPD basis", "symbols": ["H", "H", "H", "C", "H", "C", "C", "H", "H", "C", "C", "O", "C", "S", "O", "C", "C", "H", "H", "H", "H", "H", "C", "O", "H", "C", "N", "H", "C", "H", "C", "C", "C", "H", "C", "N", "Cl", "C", "C", "C", "H", "H", "O", "C"], "coordinates": [[0.00954, 3.81157, -2.08304], [-1.05216, -3.78623, 2.91399], [0.02557, -4.08268, -1.81457], [-2.59386, 0.35593, 2.67746], [-3.16609, -0.00687, 3.50617], [2.00298, 1.56681, -2.44811], [0.13529, -3.37337, -1.00947], [-1.22567, -4.37942, 0.29518], [0.91186, 4.17583, -0.59478], [3.19862, 1.18007, -3.03165], [-0.41666, -2.62630, 1.21450], [-1.74543, 0.51621, 0.61808], [-2.57637, -0.18487, 1.42135], [-2.99986, -2.78752, 2.06413], [-3.71629, -2.49294, 3.27205], [1.13677, -1.36239, -0.13055], [1.90375, 2.85002, -1.92116], [-2.84435, -1.68430, -0.07193], [1.80101, -0.52058, -0.25017], [-1.47341, 2.13128, 3.44102], [-4.32790, -1.27948, 0.83654], [-1.04194, -2.02398, 3.19152], [4.04506, 3.34085, -2.52883], [-3.34169, -3.99625, 1.36764], [5.19444, 1.81882, -3.52081], [4.24844, 2.08274, -3.07491], [2.90958, 3.71270, -1.96852], [0.56294, -0.82714, 1.85105], [-1.71611, 1.45944, 2.64436], [1.16807, 0.88358, -2.41095], [-1.20429, -2.80914, 2.45999], [0.97967, -2.28255, -1.15479], [-0.30843, 2.52425, 0.78809], [4.82598, 4.08996, -2.53604], [-0.55614, -3.54219, 0.17437], [-0.11993, 2.40571, -0.54792], [1.84802, -2.08437, -2.63291], [-3.24560, -1.38543, 0.89188], [0.43534, -1.53952, 1.04916], [-1.22169, 1.52242, 1.36750], [-0.59678, 1.66981, -1.04368], [3.30624, 0.19004, -3.44937], [0.20336, 3.38882, 1.47117], [0.63814, 3.38065, -1.29301]], "mulliken_charge": [0.29, 0.60, 0.46, -0.28, 0.64, -0.17, -0.79, 0.44, 0.38, -0.44, 0.19, -0.29, 0.07, 1.05, -0.64, -0.72, 0.54, 0.26, 0.57, 0.58, 0.61, 0.39, -0.22, -0.63, 0.40, -0.51, -0.51, 0.48, -0.90, 0.39, -1.21, 0.40, 0.25, 0.39, -0.17, -0.07, -0.22, -0.90, -0.32, 0.66, 0.31, 0.28, -0.67, -0.97], "total_energy_ha": -2003.08484, "relative_energy_kcal_mol": 0.0, "multiplicity": 1, "smiles": "O=C(NCc1ccccn1)c1ccc(CS(=O)(=O)Cc2ccc(Cl)cc2)o1", "gap_ev": 9.49, "homo_ev": -9.14}

=====

Copy entry 1 word for word.
{"formula": "C19H17AuN3OS3SbSe4", "method": "the ωB97M-V functional and the def2-TZVPD basis", "symbols": ["C", "N", "H", "C", "H", "C", "Au", "Se", "N", "H", "H", "Se", "H", "H", "H", "H", "Se", "Sb", "C", "H", "C", "C", "H", "C", "C", "H", "C", "C", "Se", "C", "C", "H", "S", "H", "C", "H", "C", "C", "C", "C", "N", "C", "S", "C", "S", "H", "O", "H", "H"], "coordinates": [[1.59107, 1.94362, 4.36775], [0.63997, 1.69002, -1.27685], [4.59117, 3.42552, 3.97735], [3.66117, 2.93752, 3.72455], [-1.72913, -1.17918, -6.19915], [1.93977, 1.94602, 0.58145], [-0.57083, 0.29262, 0.90055], [0.18147, -3.15298, 1.76245], [0.77357, 1.64282, 0.07855], [2.75597, 1.91632, -1.37205], [0.88097, 1.62252, 5.12075], [1.01007, -1.64908, 0.31325], [-2.94403, 0.56702, 3.00225], [4.09407, 2.95442, 1.66295], [0.15077, -4.52838, -4.31775], [-0.60823, -0.97448, -2.09025], [1.74217, -1.97548, 5.47575], [-0.06983, -1.44828, 3.89015], [-0.80633, -2.93438, -5.38465], [-2.18823, 0.81722, -4.97685], [1.22717, 1.71372, 3.01885], [-1.77603, 0.46582, -4.03335], [2.95977, 2.77952, 5.75845], [3.07637, 2.20692, -0.37345], [-0.16373, -2.80958, -3.08165], [-2.21053, -2.21668, -0.00735], [3.37207, 2.66842, 2.41225], [-3.17183, -0.21518, 2.30135], [-2.26733, -2.02378, 4.87825], [-1.29723, -1.64068, -5.31895], [-0.23813, -3.52068, -4.26685], [-2.53053, 0.54922, -3.24725], [-0.47533, 1.67062, -3.56105], [-4.81093, -2.61608, 0.42535], [-1.23933, -0.92458, -4.12925], [3.95017, 1.62362, -0.08455], [-4.15783, -1.91578, 0.90585], [-2.83723, -1.70948, 0.70695], [2.15847, 2.08642, 1.99715], [2.75537, 2.56912, 4.71695], [-2.29893, -0.74848, 1.50185], [-0.51743, 1.51662, -1.79185], [-4.74993, -0.85048, 2.12345], [-0.66743, -1.52808, -3.01565], [-2.01043, 1.23762, -1.00175], [-0.85893, -3.48558, -6.31735], [0.06287, 1.18342, 2.83585], [0.29007, -3.24608, -2.20455], [3.33137, 3.26672, -0.38805]], "mulliken_charge": [-0.24, -1.02, 0.35, -0.79, 0.30, 1.26, 0.74, -0.41, 0.33, 0.39, 0.46, -0.39, 0.39, 0.29, 0.37, -0.41, -0.76, 0.74, -0.52, 0.40, 0.62, -1.05, 0.37, -1.71, -0.68, 0.23, -0.99, -0.24, -0.76, -0.49, -0.50, 0.34, -0.19, 0.43, 0.54, 0.41, -0.18, -0.76, 0.15, -0.52, 0.58, 0.38, -0.20, 1.07, -0.61, 0.33, -0.82, 0.38, 0.37], "total_energy_ha": -12150.00847, "relative_energy_kcal_mol": 61.3, "multiplicity": 1, "gap_ev": [4.06, 4.04], "homo_ev": [-0.71, -0.69], "total_charge": -2}